{
  "formula": "C38H23N2O8P",
  "method": "wB97M-V/def2-TZVPD",
  "symbols": ["P", "O", "O", "O", "O", "O", "O", "O", "O", "N", "N", "C", "C", "C", "C", "C", "C", "C", "C", "C", "C", "C", "C", "C", "C", "C", "C", "C", "C", "C", "C", "C", "C", "C", "C", "C", "C", "C", "C", "C", "C", "C", "C", "C", "C", "C", "C", "C", "C", "H", "H", "H", "H", "H", "H", "H", "H", "H", "H", "H", "H", "H", "H", "H", "H", "H", "H", "H", "H", "H", "H", "H"],
  "coordinates": [[0.366, -3.521, -8.137], [4.057, -1.483, 2.001], [-4.427, 5.998, 0.784], [0.322, -2.730, 5.603], [-3.458, -3.181, -5.739], [0.681, 1.062, -2.498], [-1.289, -3.708, -8.480], [-1.757, -2.436, -2.267], [-0.127, 3.421, 2.611], [-1.218, -3.972, -5.272], [0.319, -1.269, -1.950], [-1.125, 3.991, 2.212], [-1.868, 3.477, 1.037], [-3.005, 4.141, 0.572], [0.625, -0.097, -2.809], [2.984, -3.196, 6.311], [-2.512, 7.514, 4.177], [4.928, -2.606, 4.408], [-2.141, 1.808, -0.677], [-2.731, 5.898, 2.406], [0.514, -2.477, -6.581], [-1.421, 6.813, 4.684], [-1.433, 2.316, 0.404], [0.788, -1.959, 3.434], [-2.360, -3.473, -5.502], [-0.741, -1.982, -2.713], [0.788, -0.751, -4.236], [-3.715, 3.625, -0.510], [3.204, -1.793, 2.812], [3.585, -2.371, 4.124], [0.047, -0.952, 0.948], [0.990, -5.261, -7.716], [-0.930, -1.326, 1.869], [-1.623, 5.208, 2.900], [5.296, -3.134, 5.638], [1.766, -1.607, 2.502], [-0.560, -1.823, 3.111], [-3.463, 5.395, 1.217], [-0.293, -2.835, -5.349], [-0.127, -1.955, -4.165], [1.588, -0.385, -5.423], [1.390, -1.092, 1.263], [1.453, -1.295, -6.626], [1.172, -2.474, 4.770], [2.610, -2.679, 5.073], [-0.973, 5.666, 4.043], [-3.286, 2.458, -1.129], [4.324, -3.423, 6.593], [-3.167, 7.058, 3.042], [1.155, -1.859, -2.098], [2.146, -0.805, 0.540], [-1.980, -1.227, 1.617], [1.713, -5.160, -6.849], [2.231, -3.427, 7.056], [-0.241, -0.557, -0.013], [6.342, -3.321, 5.855], [2.054, -1.047, -7.539], [2.261, 0.507, -5.383], [1.480, -5.732, -8.616], [-3.844, 2.055, -1.968], [-1.324, -2.107, 3.827], [-0.918, 7.163, 5.578], [-4.019, 7.605, 2.654], [-4.606, 4.128, -0.869], [-0.545, 1.802, 0.755], [0.084, -5.875, -7.410], [-0.120, 5.126, 4.439], [-1.803, 0.901, -1.166], [5.690, -2.380, 3.670], [-2.855, 8.415, 4.673], [4.613, -3.829, 7.556], [-1.560, -2.981, -9.076]],
  "mulliken_charge": [0.11, -0.68, -0.68, -0.68, -0.39, -0.47, -0.54, -0.51, -0.69, -0.54, -0.19, 0.51, -0.19, 0.17, 0.18, -0.56, -0.46, -0.53, -0.07, 0.12, 0.53, -0.48, -0.32, 0.19, 0.76, -0.03, 0.35, -0.61, 0.45, 0.20, -0.03, -0.90, -0.93, 0.18, -0.48, -0.03, -0.87, 0.66, 0.14, 0.43, -0.75, -0.68, -0.53, 0.78, 0.15, -0.51, -0.83, -0.45, -0.55, 0.38, 0.54, 0.48, 0.30, 0.46, 0.98, 0.39, 0.33, 0.41, 0.34, 0.43, 0.46, 0.39, 0.46, 0.47, 0.82, 0.27, 0.46, 0.26, 0.46, 0.40, 0.40, 0.33],
  "energy_ev": -68426.3323,
  "multiplicity": 1,
  "gap_ev": 7.76
}

=====

{
  "formula": "C16H46BN9O6P2SSi",
  "method": "wB97M-V/def2-TZVPD",
  "symbols": ["S", "P", "P", "Si", "O", "O", "O", "O", "O", "O", "N", "N", "N", "N", "N", "N", "N", "N", "N", "C", "C", "C", "C", "C", "C", "C", "C", "C", "C", "C", "C", "C", "C", "C", "C", "B", "H", "H", "H", "H", "H", "H", "H", "H", "H", "H", "H", "H", "H", "H", "H", "H", "H", "H", "H", "H", "H", "H", "H", "H", "H", "H", "H", "H", "H", "H", "H", "H", "H", "H", "H", "H", "H", "H", "H", "H", "H", "H", "H", "H", "H", "H"],
  "coordinates": [[2.050, -5.795, 5.354], [0.716, 1.169, 2.355], [-2.576, 2.615, -3.479], [1.440, -4.169, 1.956], [-0.352, -6.146, 0.124], [0.292, -5.315, 2.289], [1.236, 0.170, 1.379], [4.956, -4.820, 2.381], [0.201, -7.649, 1.866], [-2.063, 1.742, -2.367], [4.545, -7.051, 2.703], [-1.135, 2.431, -4.475], [1.892, 0.996, 3.627], [-2.996, 4.110, -4.330], [-3.871, 1.667, -4.049], [2.297, -3.802, 3.452], [0.906, 2.640, 1.540], [-0.584, 1.629, 3.421], [0.578, -2.730, 1.566], [1.177, 3.927, 2.137], [-2.935, 5.299, -3.460], [-5.032, 1.692, -3.171], [3.135, 1.751, 3.581], [2.585, -4.627, 0.551], [-1.662, 0.623, 3.475], [-0.300, 2.121, 4.758], [-0.968, 1.241, -5.294], [-4.255, 1.486, -5.430], [4.398, -5.801, 1.986], [2.135, -4.625, 4.318], [-2.409, 4.428, -5.621], [0.077, 2.682, -3.702], [2.153, -0.416, 3.880], [3.580, -5.805, 0.712], [0.038, 2.762, 0.377], [0.046, -6.352, 1.421], [4.312, -5.715, -0.096], [-1.904, 5.573, -3.203], [-2.545, 1.036, 3.966], [0.065, 1.181, -5.642], [2.831, -0.848, 3.136], [-0.018, 1.820, -0.169], [-2.547, 3.622, -6.337], [-1.205, 0.311, -4.760], [0.088, 1.353, 5.433], [0.400, 2.954, 4.741], [0.370, 1.825, -3.086], [0.897, 2.928, -4.382], [-2.947, 5.297, -6.012], [1.522, 4.611, 1.359], [0.424, 3.509, -0.319], [-4.788, 2.353, -5.850], [0.014, -2.839, 0.731], [-3.476, 5.112, -2.529], [-3.406, 1.259, -6.066], [1.989, -4.836, -0.337], [-1.239, 2.502, 5.168], [-3.409, 6.154, -3.944], [-5.665, 0.822, -3.356], [-5.636, 2.601, -3.312], [1.211, -1.941, 1.443], [2.982, 2.785, 3.889], [0.877, -7.677, 2.549], [0.292, 4.379, 2.611], [-1.957, 0.334, 2.464], [3.613, 1.739, 2.593], [-1.574, 1.295, -6.199], [-0.986, 3.041, 0.666], [5.046, -7.683, 2.079], [-1.359, -0.285, 4.011], [0.022, -6.854, -0.411], [1.224, -0.991, 3.849], [3.055, -6.745, 0.541], [1.976, 3.882, 2.868], [2.585, -0.553, 4.873], [3.838, 1.336, 4.306], [3.151, -3.720, 0.333], [-1.345, 4.672, -5.571], [-4.920, 0.622, -5.499], [3.629, -7.483, 2.799], [-0.058, 3.537, -3.034], [-4.721, 1.647, -2.126]],
  "mulliken_charge": [-0.36, 0.86, 0.89, 0.04, -0.55, -0.39, -1.00, -0.45, -0.56, -0.84, -0.59, 0.22, 0.26, -0.05, 0.15, -0.20, 0.20, 0.01, -0.32, -0.83, -1.01, -1.16, -1.21, -0.53, -0.94, -0.86, -1.21, -0.81, 0.29, 0.43, -0.87, -1.17, -1.18, -0.46, -1.36, 0.64, 0.38, 0.32, 0.36, 0.38, 0.35, 0.37, 0.25, 0.34, 0.28, 0.26, 0.39, 0.40, 0.42, 0.36, 0.42, 0.30, 0.26, 0.35, 0.10, 0.41, 0.41, 0.36, 0.38, 0.32, 0.10, 0.32, 0.30, 0.32, 0.31, 0.38, 0.32, 0.32, 0.30, 0.31, 0.30, 0.26, 0.25, 0.11, 0.51, 0.37, 0.49, 0.28, 0.38, 0.24, 0.25, 0.33],
  "energy_ev": -81006.4232,
  "multiplicity": 1,
  "gap_ev": 8.29
}

=====

{
  "formula": "C14H10F3N3O4RuS3",
  "method": "wB97M-V/def2-TZVPD",
  "symbols": ["Ru", "S", "S", "S", "F", "F", "F", "O", "O", "O", "O", "N", "N", "N", "C", "C", "C", "C", "C", "C", "C", "C", "C", "C", "C", "C", "C", "C", "H", "H", "H", "H", "H", "H", "H", "H", "H", "H"],
  "coordinates": [[-0.419, -0.131, -0.237], [-0.328, 2.331, 0.163], [2.180, 3.995, 0.748], [1.732, 1.868, 2.254], [-0.369, -2.826, 0.760], [-1.672, -2.608, -0.959], [0.477, -2.636, -1.231], [-0.829, -0.034, -2.244], [-2.509, 0.092, -3.714], [-0.810, -0.296, 1.846], [-2.452, -0.127, 3.329], [-2.347, -0.021, -0.226], [1.617, -0.237, -0.312], [5.776, 0.085, -0.221], [-2.071, 0.028, -2.576], [3.729, -0.934, 0.555], [-3.015, 0.035, -1.372], [4.400, 0.047, -0.188], [-5.070, 0.099, -0.170], [3.629, 0.901, -0.959], [-4.392, 0.096, -1.401], [-4.378, 0.029, 1.014], [-2.972, -0.042, 0.982], [-2.038, -0.161, 2.051], [1.317, 2.508, 0.688], [2.239, 0.786, -0.937], [2.358, -1.024, 0.466], [-0.503, -2.121, -0.420], [-6.150, 0.146, -0.163], [4.277, -1.606, 1.200], [-4.911, 0.146, -2.345], [1.664, 1.291, -1.703], [6.201, 0.935, -0.550], [4.077, 1.702, -1.529], [6.265, -0.392, 0.517], [-4.878, 0.013, 1.972], [-1.649, -0.171, 3.869], [1.823, -1.766, 1.043]],
  "mulliken_charge": [0.71, -0.26, -0.23, -0.26, -0.35, -0.31, -0.29, -0.57, -0.79, -0.50, -0.54, 0.25, 0.31, -0.53, 0.34, -0.72, 0.30, 1.17, -0.32, -0.64, -0.61, -0.87, -0.04, 0.73, 0.13, -0.75, -0.55, 0.43, 0.41, 0.27, 0.54, 0.50, 0.21, 0.33, 0.20, 0.52, 0.38, 0.38],
  "s2": 0.762,
  "energy_ev": -70583.6371,
  "charge": -1,
  "multiplicity": 2,
  "de_lowest_ev": 2.593,
  "gap_ev": [5.99, 5.86]
}

=====

{
  "formula": "C5H18NO2",
  "method": "wB97M-V/def2-TZVPD",
  "symbols": ["O", "O", "N", "C", "C", "C", "C", "C", "H", "H", "H", "H", "H", "H", "H", "H", "H", "H", "H", "H", "H", "H", "H", "H", "H", "H"],
  "coordinates": [[1.704, 3.961, -5.395], [-1.894, 0.463, 3.239], [0.837, -0.020, 2.028], [0.760, -0.773, 0.578], [0.017, 0.332, -1.547], [-1.631, -1.144, -0.126], [-0.457, -0.167, -0.174], [0.864, -2.255, 0.958], [1.548, 4.897, -5.310], [-0.877, 0.727, 0.323], [-0.652, 1.125, -1.879], [0.594, -2.869, 0.103], [1.513, 0.743, 2.017], [-0.097, -0.445, -2.295], [-1.428, -2.213, 0.025], [-2.257, -1.100, -1.028], [1.716, -0.408, 0.232], [-2.096, -0.045, 4.009], [1.280, -0.708, 2.640], [-2.266, -1.012, 0.758], [1.918, -2.431, 1.172], [-0.056, 0.253, 2.451], [2.195, 3.751, -6.174], [-2.476, 1.224, 3.173], [0.209, -2.583, 1.775], [1.033, 0.697, -1.555]],
  "mulliken_charge": [-0.65, -0.62, -0.33, 0.22, -1.63, -1.33, 0.80, -1.77, 0.32, 0.17, 0.41, 0.45, 0.36, 0.37, 0.29, 0.41, 0.36, 0.28, 0.38, 0.30, 0.47, 0.25, 0.32, 0.30, 0.48, 0.39],
  "energy_ev": -11055.5336,
  "charge": 1,
  "multiplicity": 1,
  "de_lowest_ev": 1.046,
  "gap_ev": 10.27
}